[1]
Formula: C16H10BiClF5
Source: OMol25
Level of theory: the ωB97M-V functional and the def2-TZVPD basis

Geometry as XYZ:
```
33
Properties=species:S:1:pos:R:3:forces:R:3:mulliken_charge:R:1
C 2.0984 -2.4321 1.7710 -0.20 -0.07 -1.05 -0.452
C 2.1721 -2.3591 0.3542 0.08 0.05 0.35 -0.603
C 0.8125 -2.3443 -0.1791 0.24 -0.20 0.29 -0.700
H 3.0876 -2.4449 -0.2579 -0.67 0.41 0.45 0.408
C -0.0609 -2.5144 0.9604 0.39 0.07 0.31 -0.645
C 0.7281 -2.5565 2.1289 -0.17 0.10 -0.63 -0.238
H 0.3518 -2.6314 3.1428 0.02 0.06 -0.17 0.448
H 2.9538 -2.3705 2.4479 -0.40 -0.10 -0.26 0.349
H 0.5444 -2.5754 -1.2323 0.22 0.51 0.88 0.520
H -1.1410 -2.6432 0.8956 0.32 0.18 0.08 0.409
Bi 1.0403 0.2800 0.2550 -0.71 -0.74 -1.77 1.244
Cl 3.3008 0.8082 1.1101 0.08 0.21 0.59 -0.519
C 1.2392 2.3325 -3.1417 0.21 -0.65 0.13 -0.672
C 0.0118 1.6915 -3.4811 0.35 -0.68 -0.13 -0.463
C 0.3219 0.4868 -4.1769 0.43 0.64 0.39 -0.590
H -0.9830 2.0761 -3.2808 0.10 -0.04 -0.03 0.443
C 1.7403 0.3789 -4.2606 -0.32 0.81 0.39 -0.487
C 2.3076 1.5207 -3.6233 -0.65 -0.37 -0.10 -0.538
H 3.3653 1.7519 -3.5519 -0.11 -0.04 0.03 0.379
H 1.3401 3.2916 -2.6429 -0.01 -0.08 -0.09 0.418
H -0.3955 -0.2033 -4.6061 0.04 0.03 0.08 0.380
H 2.2908 -0.4125 -4.7573 -0.04 0.05 0.07 0.387
F -0.1089 -0.0519 3.6145 -0.65 0.74 -0.33 -0.346
C -1.1288 0.5498 2.9264 0.00 -0.09 0.55 0.906
C -0.9779 0.8204 1.5780 0.11 -0.52 0.52 -1.244
C -2.1338 1.2055 0.9233 -0.70 -0.06 -0.62 0.929
F -2.1478 1.2280 -0.4427 0.13 0.25 0.70 -0.234
C -3.3666 1.4422 1.5551 0.46 -0.23 0.23 -0.146
F -4.5058 1.6586 0.8564 0.77 0.12 0.43 -0.284
C -3.4178 1.3094 2.9499 -0.31 -0.59 -0.31 0.567
F -4.5987 1.4641 3.5877 0.61 0.01 -0.24 -0.304
C -2.3163 0.7939 3.6347 0.41 -0.16 -0.03 -0.032
F -2.4240 0.4493 4.9430 0.00 0.38 -0.72 -0.290
```
Forces are in eV/Å.

Results
E_LUMO (spin up / spin down), Ha: 0.0403 / 0.0403
DFT total energy, hartree: -1789.7358
Net charge: -1
Multiplicity: 1
HOMO level (spin up / spin down), eV: -3.46 / -3.46

=====

[2]
Formula: C16H10BrN3O2V
Source: OMol25
Level of theory: the ωB97M-V functional and the def2-TZVPD basis

Geometry as XYZ:
```
33
Properties=species:S:1:pos:R:3:forces:R:3:lowdin_spin:R:1
V -0.3521 -0.0646 0.1894 0.34 -0.34 0.15 1.936
Br 5.7823 2.2389 3.3889 -0.03 -0.01 -0.01 -0.005
C 4.1394 1.5192 2.8486 0.02 0.02 0.10 -0.009
C 3.1325 1.2935 3.7954 0.07 0.01 -0.09 0.013
C 1.9188 0.7515 3.4196 -0.14 -0.11 0.02 -0.007
C 1.6822 0.4386 2.0904 0.21 0.19 0.11 0.015
O 0.4885 -0.1060 1.7487 -0.41 0.12 -0.51 -0.021
C 2.6804 0.6778 1.1197 -0.03 -0.02 0.01 -0.003
C 2.5147 0.3045 -0.2447 -0.01 -0.04 -0.06 0.028
N 1.3789 -0.0298 -0.7899 -0.01 0.07 0.12 -0.014
C 1.2968 -0.6777 -2.0583 0.01 -0.02 -0.02 0.006
C 2.1438 -0.5321 -3.1226 0.00 0.03 0.00 -0.004
C 1.9529 -1.3157 -4.2808 -0.02 -0.02 -0.01 0.001
C 0.9394 -2.2313 -4.3546 0.02 0.02 0.00 -0.004
C 0.0435 -2.3890 -3.2696 -0.03 -0.01 0.02 0.001
C -1.0166 -3.3210 -3.2408 0.00 0.00 0.00 0.003
C -1.8308 -3.4094 -2.1368 -0.01 -0.02 -0.02 0.000
C -1.6152 -2.5506 -1.0613 0.03 0.01 0.00 0.006
N -0.6263 -1.6577 -1.0506 -0.02 0.14 0.13 0.002
C 0.2214 -1.5856 -2.1332 0.01 0.01 0.01 0.005
C 3.9222 1.2006 1.5295 -0.02 -0.01 -0.05 0.009
H 3.3138 1.5382 4.8333 0.00 0.00 0.00 0.001
H 1.1461 0.5544 4.1504 0.02 0.01 0.01 0.000
H 3.4161 0.2440 -0.8513 -0.02 -0.01 -0.02 0.000
H 2.9582 0.1809 -3.0943 0.00 0.00 0.00 0.000
H 2.6293 -1.1892 -5.1144 0.00 0.00 0.00 0.000
H 0.8103 -2.8413 -5.2389 0.00 0.00 0.00 0.000
H -1.1774 -3.9699 -4.0931 0.00 0.00 0.00 0.000
H -2.6411 -4.1220 -2.0887 0.00 0.00 0.00 0.000
H -2.2592 -2.5870 -0.1902 0.00 0.01 0.00 0.001
H 4.7028 1.3621 0.7972 0.00 -0.01 0.00 0.000
O -1.7364 2.4692 -0.9388 0.05 0.06 -0.04 0.502
N -1.3067 1.4677 -0.6579 -0.04 -0.08 0.15 0.536
```
Forces are in eV/Å.

Results
E_LUMO (spin up / spin down), Ha: -0.3348 / -0.3462
DFT total energy, hartree: -4447.8823
Net charge: +2
Multiplicity: 4
HOMO level (spin up / spin down), eV: -14.65 / -14.64
⟨S²⟩: 3.78

=====

[3]
Formula: C16H10Cl5N10O2S2Ti
Source: OMol25
Level of theory: the ωB97M-V functional and the def2-TZVPD basis

Geometry as XYZ:
```
46
Properties=species:S:1:pos:R:3:forces:R:3:lowdin_spin:R:1
Ti -0.0813 0.4538 -0.6886 -0.42 -2.58 -0.56 1.002
Cl 3.8760 0.5848 5.5198 0.02 0.00 0.05 0.000
C 3.2545 0.5857 3.9111 -0.04 -0.01 -0.08 0.001
C 1.8794 0.5567 3.6871 0.11 0.01 0.00 0.000
Cl 0.7844 0.5261 5.0161 -0.06 0.00 0.05 0.000
C 1.3901 0.5550 2.3951 0.16 0.05 -0.21 0.003
Cl -0.2980 0.5172 2.0521 -0.15 0.05 0.42 0.009
C 2.2263 0.5784 1.2535 0.08 0.04 0.51 0.003
O 1.7503 0.5773 0.0666 0.52 0.26 0.40 0.018
C 3.6178 0.6073 1.5194 -0.09 0.00 -0.16 0.001
Cl 4.6698 0.6386 0.1566 0.02 0.01 -0.03 0.000
C 4.1167 0.6130 2.8124 -0.17 0.00 0.07 0.000
Cl 5.8176 0.6590 3.0758 0.09 -0.01 -0.01 0.000
S -0.7369 0.3274 -3.0636 -0.26 0.17 -0.15 0.001
C -2.4758 0.3959 -2.9836 0.03 0.23 0.41 0.008
C -3.1666 0.0418 -4.1796 -0.26 -0.16 -0.35 0.001
N -3.7057 -0.2559 -5.1531 0.05 0.05 0.04 0.003
C -3.1934 0.7615 -1.8845 0.55 0.02 -0.11 0.003
S -2.4644 1.2665 -0.3750 -0.31 0.16 0.02 0.002
C -4.6141 0.7736 -1.9135 -0.51 -0.05 -0.04 0.000
N -5.7667 0.7822 -1.8915 0.09 0.03 -0.01 0.001
N -0.0409 5.1776 1.0874 0.28 0.29 0.22 0.002
N -0.0575 4.2491 0.0731 -0.01 -0.59 -0.01 0.012
N -0.3703 4.5532 -1.1609 -0.01 0.37 0.14 -0.002
C -0.2197 3.3907 -1.7621 0.10 -0.32 -0.31 0.016
N 0.1784 2.4391 -0.9073 0.48 2.76 -0.16 0.007
N 0.2886 3.0122 0.2767 0.02 0.75 -0.19 0.018
H -0.7218 5.8891 0.8619 -0.13 0.00 -0.05 0.000
H -0.2868 4.7006 1.9454 -0.06 -0.06 0.03 0.001
H -0.4121 3.2191 -2.8059 -0.02 -0.10 0.02 0.001
C 1.6448 -3.8749 -1.7665 0.06 0.10 0.00 0.005
N 0.5358 -3.3604 -0.9903 0.06 0.42 -0.12 0.092
C -0.2894 -4.1919 -0.2388 -0.02 -0.50 0.12 0.321
C -1.3400 -3.6308 0.4512 -0.11 0.53 -0.03 0.034
C -1.5493 -2.2569 0.4047 0.14 -0.82 -0.04 0.200
N -0.6673 -1.4372 -0.2823 -0.11 -0.75 0.29 0.076
C 0.3567 -2.0065 -0.9603 0.00 -1.02 -0.13 0.022
O 1.1403 -1.2597 -1.5735 -0.04 0.39 -0.10 0.005
N -2.5878 -1.6595 1.0810 0.07 0.35 0.19 0.097
H 1.6116 -4.9615 -1.7519 -0.03 -0.01 0.03 0.002
H 2.5954 -3.5299 -1.3556 0.01 -0.05 -0.01 0.002
H 1.5781 -3.5231 -2.7956 0.01 -0.01 0.00 0.001
H -0.0621 -5.2457 -0.2443 0.03 0.03 -0.05 0.030
H -2.0061 -4.2579 1.0269 -0.01 -0.01 0.00 -0.006
H -3.3700 -2.2540 1.2880 -0.05 -0.02 -0.05 0.004
H -2.8286 -0.7270 0.7663 -0.09 0.00 -0.08 0.005
```
Forces are in eV/Å.

Results
E_LUMO (spin up / spin down), Ha: 0.0777 / 0.0776
DFT total energy, hartree: -5260.7130
Net charge: -1
Multiplicity: 3
HOMO level (spin up / spin down), eV: -2.41 / -4.74
⟨S²⟩: 2.02

=====

[4]
Formula: C16H10Cl5N4O7S2SeTi
Source: OMol25
Level of theory: the ωB97M-V functional and the def2-TZVPD basis

Geometry as XYZ:
```
46
Properties=species:S:1:pos:R:3:forces:R:3:mulliken_charge:R:1
Ti 0.5080 0.7406 -0.2073 -0.32 -0.85 0.31 1.048
O -2.1740 3.5310 0.4375 -0.03 -0.03 -0.14 -0.660
C -1.5840 2.5455 0.8071 -0.09 0.10 0.15 0.402
O -1.0872 1.6591 -0.0491 0.34 0.22 0.02 -0.448
C -1.4064 2.2469 2.2699 0.15 -0.23 -0.03 0.285
C -1.9811 3.1728 3.1421 -0.02 0.04 -0.06 -0.683
C -1.9115 3.0234 4.5099 0.03 -0.05 0.08 -0.514
C -1.2475 1.9187 5.0363 -0.02 0.03 -0.03 -0.551
C -0.6720 0.9926 4.1917 0.01 -0.02 -0.10 -0.984
C -0.7378 1.1299 2.7969 -0.05 0.12 0.03 1.097
S 0.0117 -0.1827 1.8885 -0.02 0.08 -0.05 -0.238
H -2.4845 4.0197 2.6962 0.00 0.00 0.01 0.458
H -2.3621 3.7589 5.1637 0.00 0.00 0.00 0.375
H -1.1725 1.7843 6.1085 0.00 0.00 0.00 0.351
H -0.1436 0.1368 4.5924 -0.01 0.01 0.03 0.451
Cl -1.2828 1.7867 -7.3319 0.00 0.01 0.01 -0.210
C -0.8483 1.2541 -5.7507 -0.03 -0.07 0.00 0.282
C -0.2326 2.1245 -4.8570 0.01 0.06 -0.04 0.039
Cl 0.1260 3.7419 -5.3276 -0.01 -0.02 0.00 -0.202
C 0.1050 1.6907 -3.5849 0.04 0.06 0.07 0.659
Cl 0.9240 2.7065 -2.4699 0.02 0.13 -0.03 -0.155
C -0.1697 0.3892 -3.1499 0.04 -0.04 0.01 -0.692
O 0.1449 -0.0281 -1.9474 -0.07 0.30 -0.18 -0.180
C -0.7554 -0.4844 -4.0784 0.00 -0.13 0.06 0.310
Cl -1.0056 -2.1164 -3.5840 0.01 0.06 -0.07 -0.163
C -1.0983 -0.0589 -5.3552 0.03 0.03 0.04 0.131
Cl -1.8276 -1.1660 -6.4543 -0.01 0.00 -0.03 -0.204
C 2.4525 -4.0420 1.0709 -0.07 0.01 -0.02 -1.282
C 0.9736 -3.9894 0.9576 0.00 0.13 -0.01 1.053
N 0.1362 -4.8404 1.4510 -0.08 0.12 -0.02 -0.894
N -1.0890 -4.3254 1.1100 -0.03 -0.17 0.03 0.206
C -1.0526 -3.1738 0.4042 0.27 0.00 0.06 0.016
S -2.2963 -2.2951 -0.2252 -0.09 0.00 0.03 -0.402
N 0.3098 -2.9618 0.3232 0.05 -0.12 0.07 0.007
N 0.9068 -1.8523 -0.2522 -0.06 0.16 -0.05 -0.299
H 2.7361 -4.9600 1.5779 -0.02 0.00 0.01 0.359
H 2.8241 -3.1899 1.6440 0.02 -0.01 0.00 0.305
H 2.9179 -4.0167 0.0847 0.01 0.00 0.00 0.319
H -1.9313 -4.8054 1.3651 -0.04 0.00 -0.01 0.173
H 1.8204 -1.6750 0.1511 0.06 -0.12 0.00 0.481
H 0.9686 -1.9330 -1.2628 -0.08 -0.09 -0.02 0.290
O 3.6584 1.2913 1.9127 0.02 -0.07 0.25 -0.652
Se 3.0736 1.5936 0.4631 0.18 -0.04 0.08 1.273
O 2.4572 0.1919 -0.2649 0.14 -0.02 -0.17 -0.650
O 1.4964 2.2420 0.5246 -0.36 0.26 -0.05 -0.643
O 4.0022 2.4240 -0.5284 0.06 0.15 -0.23 -0.662
```
Forces are in eV/Å.

Results
E_LUMO, Ha: 0.0813
DFT total energy, hartree: -7709.8760
Net charge: -1
Multiplicity: 1
HOMO level, eV: -5.54

=====

[5]
Formula: C16H10CuF12N4O12S4
Source: OMol25
Level of theory: the ωB97M-V functional and the def2-TZVPD basis

Geometry as XYZ:
```
59
Properties=species:S:1:pos:R:3:forces:R:3:lowdin_spin:R:1
Cu -1.3117 0.1906 0.0495 -0.32 -0.43 1.00 0.000
C -1.5421 -4.0082 3.4608 1.73 2.17 -0.54 0.000
F -0.6654 -3.5365 4.4182 -1.62 -1.23 -1.63 0.000
F -0.8571 -4.7130 2.5657 0.41 0.87 -0.31 0.000
F -2.4481 -4.7886 3.8796 -1.67 -1.03 1.89 0.000
S -2.5096 -2.4515 2.6320 -0.14 3.94 -0.57 0.000
O -2.3664 -2.4444 1.1926 0.18 -1.44 -0.67 0.000
O -3.8762 -2.1967 3.1054 2.45 -1.76 -0.23 0.000
N -1.4781 -1.0828 2.9210 0.51 -3.13 -1.33 0.001
S -1.8266 -0.5921 4.3284 -5.37 2.62 3.46 0.000
O -2.9048 0.3893 4.1908 1.45 0.31 0.38 0.001
O -2.1988 -1.6134 5.3244 1.90 1.05 -1.13 0.000
C -0.3323 0.3854 4.9418 0.56 -1.07 1.03 0.000
F 0.4719 -0.6477 5.2772 0.87 0.67 -0.42 0.000
F 0.2344 1.1424 3.9539 -0.64 -0.65 1.52 0.000
F -0.4610 1.0904 6.1276 -0.33 -0.52 -2.55 0.000
C -4.0153 4.4794 -0.9339 0.87 -1.59 -1.97 0.007
F -4.5948 4.1408 -2.1041 0.72 -0.20 0.69 0.002
F -2.7730 4.9152 -1.1684 -0.64 -0.76 0.28 0.003
F -4.6960 5.3772 -0.3822 -1.49 2.04 1.46 0.005
S -3.9686 3.0013 0.3384 -0.01 0.47 4.44 0.027
O -2.5894 2.9078 0.7298 0.09 0.61 0.10 0.019
O -5.0609 3.1188 1.3731 3.43 -0.12 -3.52 0.020
N -4.0656 1.5249 -0.4952 -2.53 0.86 -0.13 0.552
S -5.7082 1.4179 -0.6497 -4.86 -1.97 -1.10 -0.033
O -6.2759 0.4564 0.3466 1.98 1.97 -1.57 0.288
O -6.5220 2.6429 -0.8444 2.39 -2.30 0.06 0.101
C -5.7703 0.4467 -2.3569 -0.92 0.33 1.49 0.004
F -7.0574 0.4577 -2.7876 1.89 -0.01 0.38 0.004
F -4.9644 1.0870 -3.2114 -0.61 -1.08 0.38 0.002
F -5.4028 -0.8161 -2.0554 -0.03 1.40 -1.04 0.000
C 3.3731 -0.4901 -6.8102 3.62 -0.18 0.60 0.000
C 2.1801 -0.2934 -7.3722 -3.14 0.26 0.46 0.000
C 1.1839 0.3207 -6.6141 -0.72 1.42 2.23 0.000
C 1.4180 0.6754 -5.2482 0.76 -1.11 -1.83 0.000
C 2.6929 0.3421 -4.7475 -1.54 1.76 2.70 0.000
C 3.7182 -0.1088 -5.4821 -0.48 -0.93 -2.65 0.000
N 0.3825 1.3782 -4.4036 0.92 -0.86 1.92 0.000
O -0.4588 2.0117 -4.9611 -0.61 0.37 -1.00 0.000
O 0.4265 1.2906 -3.1510 0.60 -0.37 -1.99 0.000
H 4.1646 -0.8772 -7.4346 0.13 -0.30 -0.02 0.000
H 1.7914 -0.6849 -8.3007 0.85 0.08 -0.43 0.000
H 0.2361 0.5906 -7.0560 -0.14 -0.15 -0.03 0.000
H 2.9099 0.5538 -3.7110 -0.26 0.21 0.25 0.000
H 4.7204 -0.1788 -5.0859 -0.09 -0.25 -0.05 0.000
C 6.3901 -0.6361 3.7106 0.15 1.47 -0.48 0.000
C 5.6115 0.3995 3.2417 -1.16 -1.02 -0.52 0.000
C 4.5040 0.0519 2.4330 -0.24 1.75 -0.50 0.000
C 4.2175 -1.2276 2.0061 3.30 -0.51 2.54 0.000
C 5.1348 -2.2237 2.3842 -1.74 0.05 0.19 0.000
C 6.1741 -1.8868 3.1914 1.28 -1.31 1.01 0.000
N 3.0547 -1.6355 1.3510 -1.00 0.27 -2.17 0.000
O 2.4859 -0.8261 0.6602 -0.81 2.05 -0.44 0.000
O 2.7240 -2.7805 1.3350 -0.04 -2.08 0.98 0.000
H 7.1520 -0.3535 4.4219 0.30 -0.60 0.01 0.000
H 5.8306 1.4112 3.5497 -0.38 0.10 -0.11 0.000
H 3.8549 0.8481 2.0995 -0.19 0.08 0.03 0.000
H 4.8495 -3.2620 2.3006 0.29 -0.07 -0.63 0.000
H 6.8141 -2.6900 3.5257 0.08 -0.14 0.06 0.000
```
Forces are in eV/Å.

Results
E_LUMO (spin up / spin down), Ha: -0.0901 / -0.2151
DFT total energy, hartree: -6168.6229
Multiplicity: 2
HOMO level (spin up / spin down), eV: -8.74 / -8.74
⟨S²⟩: 0.76

=====

[6]
Formula: C16H10F6N3O6RuS2
Source: OMol25
Level of theory: the ωB97M-V functional and the def2-TZVPD basis

Geometry as XYZ:
```
44
Properties=species:S:1:pos:R:3:forces:R:3:lowdin_spin:R:1
Ru 0.4978 -0.2308 -0.7954 0.54 -0.08 -0.29 2.481
O 1.6715 0.8981 -1.8137 -0.15 0.03 -0.06 0.222
C 1.6774 2.1979 -1.9700 -0.08 -0.08 0.05 0.088
C 2.7742 2.7776 -2.6111 0.08 0.01 -0.01 0.007
C 2.8326 4.1388 -2.7647 -0.04 0.08 0.00 0.075
C 1.7954 4.9928 -2.3091 0.10 -0.02 -0.05 0.038
C 0.7048 4.4536 -1.7123 -0.03 -0.06 0.01 0.016
C 0.5984 3.0394 -1.5232 0.08 0.03 -0.04 0.086
C -0.5770 2.5508 -0.9698 -0.12 0.01 -0.01 0.027
N -0.8327 1.2650 -0.7146 -0.18 0.18 0.03 0.138
N -2.0423 0.9914 -0.2497 0.08 -0.16 0.00 0.264
C -2.1524 -0.3400 0.0016 0.08 0.09 0.04 0.072
O -1.1447 -1.1260 -0.2120 -0.02 0.11 0.22 0.163
C -3.3866 -0.8621 0.5060 -0.01 -0.05 -0.01 0.026
C -4.3996 0.0085 0.9434 -0.04 -0.04 -0.07 0.038
C -5.5684 -0.5189 1.4493 0.01 0.02 0.00 -0.001
C -5.7375 -1.8993 1.5059 -0.01 0.00 0.00 0.054
C -4.7378 -2.7660 1.0683 0.01 -0.01 0.00 0.003
C -3.5576 -2.2546 0.5766 0.00 -0.01 0.06 0.030
H 3.5649 2.1272 -2.9582 0.01 0.02 0.01 -0.001
H 3.6974 4.5743 -3.2484 0.00 0.01 0.00 0.003
H 1.8759 6.0614 -2.4452 0.02 0.00 -0.01 0.001
H -0.1059 5.0840 -1.3703 -0.01 -0.02 0.01 0.000
H -1.3814 3.2376 -0.7277 -0.02 -0.03 0.01 -0.003
H -4.2515 1.0768 0.8845 0.00 0.01 0.01 0.000
H -6.3514 0.1382 1.8006 -0.01 0.00 0.00 -0.001
H -6.6603 -2.3067 1.8976 0.00 0.00 0.00 0.002
H -4.8853 -3.8355 1.1193 -0.01 0.00 0.00 -0.001
H -2.7638 -2.9089 0.2436 0.00 0.00 0.00 0.001
F 4.8216 0.4454 -0.0596 0.05 0.02 0.01 0.002
C 4.3891 -0.7516 -0.4219 -0.02 -0.09 0.06 0.004
F 5.2820 -1.6697 -0.1313 0.02 0.01 -0.05 0.001
F 4.1404 -0.7559 -1.7253 0.00 0.04 -0.01 0.001
S 2.7994 -1.1140 0.4994 0.08 0.04 0.14 0.013
O 1.8987 -1.7624 -0.5295 -0.17 0.30 -0.02 0.045
O 2.2263 0.2047 0.7985 -0.16 -0.19 -0.04 0.094
N 3.1974 -1.9466 1.6845 -0.14 -0.05 -0.09 0.007
S 2.5847 -3.4033 2.0813 0.20 -0.10 0.11 0.001
O 3.1422 -3.7529 3.3376 -0.04 -0.02 -0.11 0.000
O 2.5883 -4.2752 0.9563 -0.03 0.01 0.09 0.001
C 0.7763 -3.0240 2.4187 0.08 0.15 0.03 0.000
F 0.4343 -3.5040 3.5936 -0.07 -0.09 0.11 0.000
F 0.0100 -3.5593 1.4782 -0.08 -0.07 -0.11 0.000
F 0.5552 -1.6956 2.4184 -0.01 0.01 -0.03 0.001
```
Forces are in eV/Å.

Results
E_LUMO (spin up / spin down), Ha: -0.1796 / -0.2656
DFT total energy, hartree: -2721.5175
Net charge: +1
Multiplicity: 5
HOMO level (spin up / spin down), eV: -12.49 / -12.84
⟨S²⟩: 6.04